#A
{
  "formula": "C3H6O3",
  "method": "the ωB97M-V functional and the def2-TZVPD basis",
  "orbital_gap_ha": 0.40791,
  "smiles": "O=COCCO",
  "e_homo_ev": -10.3,
  "elements": ["O", "C", "C", "O", "C", "O", "H", "H", "H", "H", "H", "H"],
  "coordinates": [[-0.112, -0.615, 1.707], [0.853, -0.598, 0.698], [0.814, 0.636, -0.200], [-0.313, 0.869, -1.090], [-1.498, 0.283, -1.042], [-1.894, -0.580, -0.292], [-0.951, -0.760, 1.238], [0.848, -1.514, 0.088], [1.830, -0.559, 1.198], [1.665, 0.599, -0.887], [0.888, 1.534, 0.420], [-2.130, 0.704, -1.839]]
}

---

#B
{
  "formula": "C3H6O3",
  "method": "the ωB97M-V functional and the def2-TZVPD basis",
  "orbital_gap_ha": 0.41092,
  "smiles": "O=C=O.CCO",
  "e_homo_ev": -10.5,
  "elements": ["O", "C", "C", "O", "C", "O", "H", "H", "H", "H", "H", "H"],
  "coordinates": [[-0.619, 1.062, 0.151], [-0.774, -0.348, 0.265], [0.180, -0.961, 1.276], [-0.011, 0.462, -2.722], [0.689, 1.219, -2.179], [1.434, 1.965, -1.679], [0.266, 1.301, 0.453], [-0.628, -0.813, -0.720], [-1.813, -0.528, 0.558], [-0.011, -2.032, 1.391], [0.067, -0.483, 2.255], [1.222, -0.843, 0.950]]
}

---

#C
{
  "formula": "C3H6O3",
  "method": "the ωB97M-V functional and the def2-TZVPD basis",
  "orbital_gap_ha": 0.37030,
  "smiles": "O=C1O[C@H]1O.C",
  "e_homo_ev": -9.6,
  "elements": ["C", "C", "C", "O", "O", "O", "H", "H", "H", "H", "H", "H"],
  "coordinates": [[-1.269, -0.234, 0.507], [-0.952, -0.421, 2.017], [1.594, -0.041, -1.319], [-2.133, -0.276, 1.587], [-1.297, 0.857, -0.267], [-0.197, -0.358, 2.929], [-1.136, -1.187, -0.104], [1.197, -1.089, -1.668], [1.515, 0.222, -0.199], [2.773, 0.211, -1.605], [-0.886, 1.753, -0.110], [0.791, 0.563, -1.767]]
}

---

#D
{
  "formula": "C3H6O3",
  "method": "the ωB97M-V functional and the def2-TZVPD basis",
  "orbital_gap_ha": 0.41967,
  "smiles": "O=C(CO)CO",
  "e_homo_ev": -10.7,
  "elements": ["O", "C", "C", "O", "C", "O", "H", "H", "H", "H", "H", "H"],
  "coordinates": [[2.423, 0.102, -0.135], [1.237, -0.620, -0.008], [0.028, 0.281, -0.136], [0.149, 1.398, -0.605], [-1.327, -0.202, 0.330], [-2.346, 0.649, -0.092], [2.172, 0.962, -0.511], [1.213, -1.146, 0.956], [1.136, -1.391, -0.792], [-1.273, -0.266, 1.431], [-1.505, -1.223, -0.035], [-1.906, 1.457, -0.404]]
}

---

Stability, highest: #B

---

#A
{
  "formula": "C3H6O3",
  "method": "the ωB97M-V functional and the def2-TZVPD basis",
  "orbital_gap_ha": 0.39986,
  "smiles": "C1OCOCO1",
  "e_homo_ev": -9.9,
  "elements": ["C", "C", "C", "H", "H", "H", "H", "H", "H", "O", "O", "O"],
  "coordinates": [[1.308, -0.204, -0.039], [-0.568, 1.185, -0.314], [-0.842, -0.939, 0.268], [2.117, -0.037, -0.814], [1.791, -0.612, 0.801], [-0.929, 2.122, 0.057], [-0.170, 1.221, -1.313], [-0.593, -0.858, 1.363], [-1.531, -1.918, 0.191], [0.683, 0.978, 0.372], [-1.540, 0.174, -0.083], [0.274, -1.113, -0.490]]
}

---

#B
{
  "formula": "C3H6O3",
  "method": "the ωB97M-V functional and the def2-TZVPD basis",
  "orbital_gap_ha": 0.40147,
  "smiles": "C=CO.O=CO",
  "e_homo_ev": -10.4,
  "elements": ["C", "C", "O", "H", "H", "H", "H", "O", "C", "O", "H", "H"],
  "coordinates": [[-0.904, 0.219, -1.625], [-0.713, -1.055, -1.374], [0.058, -1.403, -0.246], [-1.531, 0.612, -2.415], [-0.496, 1.012, -1.012], [-1.254, -1.895, -1.787], [0.898, -1.814, -0.483], [1.246, 2.149, 2.602], [0.846, 1.109, 2.188], [0.831, 0.872, 0.851], [0.362, 0.266, 2.697], [0.655, -0.071, 0.606]]
}

---

Stability, highest: #B

---

#A
{
  "formula": "C3H6O3",
  "method": "the ωB97M-V functional and the def2-TZVPD basis",
  "orbital_gap_ha": 0.32922,
  "e_homo_ev": -8.3,
  "elements": ["C", "C", "C", "O", "O", "O", "H", "H", "H", "H", "H", "H"],
  "coordinates": [[0.552, 0.178, -1.919], [-0.676, -0.133, 1.230], [-0.627, 0.535, 0.083], [0.582, 0.668, -0.582], [-1.476, -0.431, 2.199], [0.561, -0.812, 1.777], [-0.402, -0.937, 2.638], [1.334, -0.232, 1.696], [-1.518, 0.993, -0.325], [0.349, -0.898, -1.937], [1.533, 0.376, -2.348], [-0.213, 0.693, -2.511]]
}

---

#B
{
  "formula": "C3H6O3",
  "method": "the ωB97M-V functional and the def2-TZVPD basis",
  "orbital_gap_ha": 0.40581,
  "smiles": "CC=O.O=CO",
  "e_homo_ev": -10.3,
  "elements": ["O", "C", "C", "H", "H", "H", "H", "O", "C", "O", "H", "H"],
  "coordinates": [[-1.498, -0.797, 0.866], [-1.173, 0.331, 0.591], [-0.704, 1.339, 1.609], [-1.197, 0.675, -0.456], [0.241, 1.064, 2.072], [-1.459, 1.549, 2.368], [-0.592, 2.296, 1.094], [2.054, -2.395, -1.897], [1.622, -1.287, -1.894], [0.334, -0.959, -1.555], [2.213, -0.377, -2.067], [0.159, -1.439, -0.730]]
}

---

Stability, highest: #B

---

#A
{
  "formula": "C22H60O8",
  "method": "the ωB97M-V functional and the def2-TZVPD basis",
  "orbital_gap_ha": 0.36786,
  "smiles": "CC(C)O.CC(C)O.CC(C)O.CC(C)O.CCOCC.CCO.CCO.CCO",
  "e_homo_ev": -9.6,
  "elements": ["C", "C", "O", "C", "C", "H", "H", "H", "H", "H", "H", "H", "H", "H", "H", "C", "C", "C", "O", "H", "H", "H", "H", "H", "H", "H", "H", "C", "C", "C", "O", "H", "H", "H", "H", "H", "H", "H", "H", "C", "C", "C", "O", "H", "H", "H", "H", "H", "H", "H", "H", "C", "C", "C", "O", "H", "H", "H", "H", "H", "H", "H", "H", "C", "C", "O", "H", "H", "H", "H", "H", "H", "C", "C", "O", "H", "H", "H", "H", "H", "H", "C", "C", "O", "H", "H", "H", "H", "H", "H"],
  "coordinates": [[-35.903, 5.297, -1.377], [-36.338, 6.390, -2.440], [-37.659, 6.201, -2.874], [-38.566, 6.980, -2.086], [-39.730, 7.169, -3.123], [-36.041, 4.232, -1.561], [-34.860, 5.443, -1.097], [-36.590, 5.381, -0.534], [-36.068, 7.388, -2.097], [-35.652, 6.182, -3.261], [-38.753, 6.503, -1.124], [-38.238, 7.891, -1.585], [-40.424, 7.965, -2.850], [-40.394, 6.318, -3.270], [-39.410, 7.577, -4.082], [-26.271, 6.015, -0.452], [-27.405, 6.897, -0.652], [-27.997, 7.444, 0.598], [-27.043, 8.065, -1.322], [-25.562, 6.501, 0.218], [-25.792, 5.811, -1.410], [-26.620, 5.156, 0.122], [-28.119, 6.316, -1.236], [-28.786, 8.194, 0.543], [-27.221, 7.831, 1.259], [-28.528, 6.640, 1.107], [-26.208, 8.418, -1.009], [-35.285, 11.993, 3.030], [-34.514, 13.109, 3.810], [-34.551, 12.879, 5.335], [-33.200, 13.044, 3.372], [-35.194, 12.368, 2.011], [-36.317, 12.145, 3.346], [-34.935, 10.973, 3.190], [-34.967, 14.072, 3.578], [-33.656, 13.283, 5.809], [-34.727, 11.828, 5.565], [-35.298, 13.542, 5.769], [-33.223, 13.332, 2.457], [-28.174, -1.525, -5.383], [-27.800, -0.944, -3.978], [-27.599, -1.965, -2.909], [-26.530, -0.367, -4.142], [-27.967, -1.000, -6.315], [-29.204, -1.879, -5.425], [-27.571, -2.421, -5.529], [-28.469, -0.148, -3.651], [-27.042, -2.873, -3.141], [-28.577, -2.321, -2.586], [-27.105, -1.504, -2.054], [-25.949, -1.012, -4.551], [-16.702, 9.362, 3.322], [-17.589, 10.263, 4.094], [-17.212, 11.770, 4.170], [-18.949, 10.131, 3.735], [-15.659, 9.628, 3.493], [-16.938, 9.431, 2.260], [-16.718, 8.316, 3.628], [-17.424, 9.889, 5.104], [-17.686, 12.229, 5.037], [-17.412, 12.209, 3.192], [-16.140, 11.871, 4.339], [-19.103, 9.184, 3.737], [-23.412, 12.334, -6.924], [-22.545, 13.448, -6.447], [-21.386, 12.920, -5.922], [-23.125, 11.744, -7.794], [-24.429, 12.671, -7.125], [-23.564, 11.644, -6.094], [-23.059, 14.055, -5.701], [-22.352, 14.155, -7.254], [-21.511, 12.745, -4.986], [-27.320, 13.083, 8.231], [-27.160, 12.793, 6.726], [-27.447, 13.961, 6.020], [-26.717, 13.906, 8.613], [-26.979, 12.234, 8.824], [-28.367, 13.280, 8.458], [-27.818, 12.048, 6.279], [-26.094, 12.622, 6.581], [-28.194, 13.722, 5.467], [-23.004, 15.061, 0.705], [-23.712, 13.782, 0.286], [-22.656, 12.828, -0.129], [-22.654, 15.583, -0.186], [-22.088, 14.947, 1.285], [-23.709, 15.710, 1.224], [-24.430, 13.882, -0.528], [-24.251, 13.381, 1.145], [-22.211, 12.558, 0.677]]
}

---

#B
{
  "formula": "C22H60O8",
  "method": "the ωB97M-V functional and the def2-TZVPD basis",
  "orbital_gap_ha": 0.35192,
  "smiles": "CC(C)O.CC(C)O.CC(C)O.CC(C)O.CC(C)O.CC(C)O.CC(C)O.CO",
  "e_homo_ev": -9.1,
  "elements": ["C", "C", "C", "O", "H", "H", "H", "H", "H", "H", "H", "H", "C", "C", "C", "O", "H", "H", "H", "H", "H", "H", "H", "H", "C", "C", "C", "O", "H", "H", "H", "H", "H", "H", "H", "H", "C", "C", "C", "O", "H", "H", "H", "H", "H", "H", "H", "H", "C", "C", "C", "O", "H", "H", "H", "H", "H", "H", "H", "H", "C", "C", "C", "O", "H", "H", "H", "H", "H", "H", "H", "H", "C", "C", "C", "O", "H", "H", "H", "H", "H", "H", "H", "H", "C", "O", "H", "H", "H", "H"],
  "coordinates": [[-4.654, -10.949, 13.322], [-4.417, -10.529, 14.762], [-3.640, -9.215, 14.901], [-5.620, -10.388, 15.486], [-3.686, -11.056, 12.797], [-5.247, -10.156, 12.840], [-5.183, -11.911, 13.232], [-3.830, -11.274, 15.223], [-3.197, -9.054, 15.901], [-4.318, -8.419, 14.522], [-2.822, -9.190, 14.175], [-6.180, -9.717, 15.099], [-8.124, -13.007, 9.750], [-7.301, -12.961, 11.042], [-8.107, -12.406, 12.318], [-6.817, -14.255, 11.267], [-8.900, -13.789, 9.801], [-7.453, -13.025, 8.929], [-8.739, -12.115, 9.589], [-6.507, -12.286, 10.851], [-7.472, -12.022, 13.176], [-8.797, -13.204, 12.615], [-8.791, -11.545, 12.140], [-6.047, -14.387, 11.909], [-8.040, -16.846, 7.410], [-8.243, -16.564, 8.900], [-9.011, -17.587, 9.606], [-6.941, -16.478, 9.485], [-7.678, -17.884, 7.351], [-7.363, -16.151, 6.905], [-9.010, -16.788, 6.904], [-8.742, -15.639, 9.084], [-8.824, -17.530, 10.682], [-8.800, -18.634, 9.254], [-10.076, -17.425, 9.544], [-6.954, -15.724, 10.064], [-2.637, -19.186, 10.330], [-4.093, -18.848, 10.489], [-4.791, -19.847, 11.432], [-4.101, -17.556, 11.164], [-2.169, -19.296, 11.301], [-2.073, -18.353, 9.877], [-2.348, -19.941, 9.634], [-4.604, -18.753, 9.559], [-4.430, -19.691, 12.439], [-4.604, -20.784, 10.923], [-5.851, -19.686, 11.502], [-4.941, -17.615, 11.641], [-6.700, -11.500, 18.548], [-6.208, -12.855, 18.045], [-7.126, -13.981, 18.308], [-5.872, -12.862, 16.617], [-6.249, -10.716, 17.973], [-6.455, -11.486, 19.586], [-7.795, -11.368, 18.524], [-5.262, -13.154, 18.505], [-7.417, -14.015, 19.345], [-6.698, -14.951, 18.023], [-8.036, -13.863, 17.690], [-5.918, -11.964, 16.310], [-2.517, -15.200, 8.692], [-4.058, -15.312, 8.489], [-4.481, -14.313, 7.458], [-4.503, -16.685, 8.125], [-2.080, -15.989, 9.361], [-2.334, -14.240, 9.073], [-1.928, -15.195, 7.780], [-4.519, -15.080, 9.476], [-3.938, -14.575, 6.512], [-4.278, -13.296, 7.801], [-5.615, -14.306, 7.258], [-5.157, -16.805, 8.809], [-6.880, -16.848, 15.557], [-5.478, -16.500, 16.050], [-4.446, -17.519, 15.767], [-5.102, -15.310, 15.415], [-7.569, -16.028, 15.842], [-7.395, -17.725, 16.032], [-6.820, -16.901, 14.444], [-5.474, -16.348, 17.122], [-3.519, -17.051, 16.074], [-4.244, -17.791, 14.708], [-4.649, -18.428, 16.364], [-5.152, -14.474, 15.962], [-3.670, -14.524, 13.123], [-4.996, -14.975, 12.914], [-3.034, -15.143, 12.476], [-3.632, -13.533, 12.755], [-3.320, -14.547, 14.191], [-5.357, -15.287, 13.790]]
}

---

Stability, highest: #B